Density functional theory data (wB97M-V/def2-TZVPD) for a molecular structure, C39H60N3O6PSiTi.

XYZ file:
```
111
Properties=species:S:1:pos:R:3:forces:R:3
Ti 0.164 0.579 -0.878 -0.258 -0.373 -0.274
C -1.948 -0.020 -0.277 -0.021 -0.003 0.073
Si -2.354 -0.990 1.221 0.032 0.053 -0.061
C -0.842 -1.663 2.142 -0.020 0.090 0.005
N 0.011 -2.516 1.309 -0.007 -0.011 -0.047
C -0.304 -3.950 1.383 -0.008 0.061 0.003
C 0.658 -4.739 2.291 0.011 -0.015 -0.009
C 1.135 -3.885 3.462 0.007 0.011 -0.005
C 1.892 -2.647 2.947 -0.016 -0.002 0.005
C 1.431 -2.283 1.525 -0.015 -0.019 0.034
C -3.180 0.105 2.539 -0.002 0.021 -0.004
C -2.410 1.088 3.173 0.005 -0.020 0.027
C -2.962 1.949 4.112 -0.001 0.002 -0.003
C -4.306 1.846 4.445 -0.006 -0.004 -0.004
C -5.089 0.879 3.830 0.000 0.005 -0.009
C -4.529 0.023 2.889 0.013 0.000 -0.010
C -3.549 -2.434 0.909 -0.009 -0.012 0.058
C -4.090 -2.699 -0.349 0.008 -0.003 -0.014
C -4.947 -3.774 -0.561 0.001 0.007 0.014
C -5.291 -4.606 0.494 0.000 0.002 -0.005
C -4.778 -4.354 1.761 -0.005 0.006 0.014
C -3.919 -3.282 1.958 0.004 -0.008 -0.018
H -2.491 0.932 -0.175 0.026 0.031 -0.046
H -2.358 -0.491 -1.173 -0.029 -0.057 0.015
H -1.107 -2.122 3.108 -0.006 -0.015 -0.009
H -0.281 -0.755 2.387 0.036 -0.057 0.020
H -0.284 -4.374 0.375 0.003 -0.024 -0.003
H -1.325 -4.051 1.753 0.003 -0.001 -0.003
H 1.527 -5.068 1.713 0.001 0.004 0.003
H 0.161 -5.646 2.645 -0.001 -0.002 -0.009
H 1.767 -4.471 4.133 -0.001 -0.001 0.003
H 0.269 -3.570 4.049 -0.006 -0.002 -0.002
H 2.970 -2.835 2.935 0.003 0.002 -0.003
H 1.730 -1.802 3.620 0.006 -0.004 0.000
H 1.976 -2.882 0.792 0.015 -0.016 -0.032
H 1.650 -1.239 1.304 0.024 0.028 -0.019
H -1.358 1.186 2.925 -0.026 -0.003 0.014
H -2.342 2.702 4.585 0.001 -0.001 -0.001
H -4.740 2.516 5.178 0.002 -0.003 0.001
H -6.140 0.793 4.082 0.003 0.000 -0.002
H -5.158 -0.723 2.415 -0.005 -0.007 0.006
H -3.841 -2.048 -1.179 0.008 -0.004 -0.009
H -5.348 -3.958 -1.551 0.001 -0.001 0.002
H -5.958 -5.444 0.333 0.003 -0.002 0.002
H -5.046 -4.995 2.592 0.000 0.001 0.000
H -3.527 -3.099 2.955 0.002 -0.008 -0.008
N -0.636 -3.360 -1.932 0.050 -0.041 0.007
C -0.590 -3.036 -3.352 0.006 0.031 0.044
C -1.574 -1.978 -3.844 0.080 -0.015 0.021
C -1.250 -0.528 -3.496 -0.180 0.021 0.109
O -1.887 0.360 -4.048 0.066 -0.069 0.011
O -0.325 -0.341 -2.614 0.326 0.128 0.226
H -0.403 -2.553 -1.359 -0.046 0.004 -0.008
H -1.570 -3.648 -1.661 -0.031 0.021 0.016
H -0.765 -3.962 -3.909 -0.011 -0.007 -0.012
H 0.427 -2.720 -3.591 0.004 -0.001 -0.018
H -2.569 -2.181 -3.431 -0.013 0.011 -0.007
H -1.685 -2.021 -4.930 0.008 -0.009 -0.017
C -2.275 5.006 -1.309 0.006 -0.009 -0.026
O -0.966 4.662 -1.739 0.028 0.014 0.005
P -0.849 3.299 -2.653 -0.060 0.043 0.012
O -1.243 4.040 -4.071 0.040 -0.001 0.103
C -1.314 3.202 -5.230 -0.040 -0.051 -0.027
O 0.765 3.228 -2.750 0.038 0.062 -0.053
C 1.573 4.356 -3.071 -0.026 0.007 -0.011
H -2.179 5.667 -0.449 -0.004 -0.004 0.007
H -2.842 4.116 -1.012 0.001 0.004 0.003
H -2.819 5.521 -2.104 0.000 0.000 0.000
H -1.834 3.770 -6.000 -0.007 0.013 -0.014
H -1.843 2.273 -5.014 0.057 0.074 -0.037
H -0.308 2.958 -5.583 -0.013 0.000 -0.003
H 2.575 3.981 -3.272 0.005 0.000 0.001
H 1.604 5.053 -2.232 0.004 0.003 0.006
H 1.187 4.875 -3.949 -0.002 -0.002 -0.010
C 3.429 4.763 1.011 0.000 -0.013 0.009
C 3.559 3.262 0.971 0.014 0.032 0.004
C 4.310 2.583 1.923 -0.008 -0.016 0.004
C 4.407 1.194 1.888 0.009 -0.013 0.002
C 5.217 0.451 2.919 -0.014 0.008 -0.004
C 3.737 0.492 0.896 -0.070 0.000 -0.017
C 2.968 1.139 -0.079 0.070 0.051 0.048
C 2.912 2.536 -0.020 -0.001 -0.039 -0.064
N 2.230 0.453 -1.065 -0.040 -0.073 -0.024
C 3.042 -0.295 -2.069 0.052 0.105 -0.079
C 2.855 -1.805 -1.910 -0.023 0.007 0.040
C 2.610 0.130 -3.482 -0.006 0.048 0.046
C 4.544 0.019 -1.994 0.022 0.012 0.017
H 4.118 5.200 1.735 0.001 0.003 -0.001
H 2.415 5.060 1.291 0.004 -0.001 0.001
H 3.637 5.203 0.034 -0.004 0.000 -0.001
H 4.823 3.137 2.703 -0.005 0.003 -0.003
H 5.591 1.126 3.689 0.000 -0.002 0.002
H 6.076 -0.046 2.461 -0.001 -0.002 0.001
H 4.615 -0.319 3.406 0.004 -0.007 0.000
H 3.792 -0.592 0.887 -0.013 0.004 -0.005
H 2.321 3.041 -0.778 0.008 0.010 0.018
H 1.796 -2.062 -1.915 -0.009 -0.014 -0.012
H 3.277 -2.143 -0.961 0.006 0.004 0.003
H 3.352 -2.351 -2.718 -0.016 0.003 -0.001
H 1.590 -0.174 -3.692 -0.064 -0.006 0.002
H 3.273 -0.310 -4.232 -0.022 -0.014 -0.001
H 2.656 1.219 -3.564 0.024 -0.013 -0.007
H 5.013 -0.329 -1.075 -0.012 -0.010 0.006
H 4.719 1.095 -2.074 0.018 -0.013 0.002
H 5.043 -0.473 -2.832 0.007 -0.001 -0.008
C -0.478 3.339 1.253 0.046 0.060 -0.017
C -0.092 2.102 0.516 0.067 0.030 0.031
O 0.456 1.169 1.133 -0.086 -0.015 -0.016
H -0.047 4.196 0.731 -0.016 0.014 0.003
H -0.151 3.312 2.295 -0.003 0.000 0.001
H -1.564 3.452 1.203 -0.006 -0.018 0.002
```
Forces are in eV/Å.

Output
Spin multiplicity = 2
Net charge = -1
DFT total energy = -3618.2790 Eh
HOMO-LUMO gap (alpha / beta) = 0.253 / 0.272 Eh
F_max = 0.01030 Eh/bohr
⟨S²⟩ = 0.754
Energy above the lowest of the compared OMol25 structures with the same formula, charge and spin = 0.0 kcal/mol